Computed, not measured: an isolated molecule of C15H26N2O2S, with ωB97M-V with the def2-TZVPD basis set.

XYZ file:
```
46
C15H26N2O2S, DFT ωB97M-V with the def2-TZVPD basis set
C 1.02252 4.08029 -5.41482
C 1.69604 3.29390 -4.29658
C 1.13258 1.87825 -4.19001
C 1.84295 1.01014 -3.15019
C 1.55781 1.44741 -1.71475
C 2.27630 0.59217 -0.66883
C 1.90011 -0.89249 -0.67201
C 0.39750 -1.16722 -0.57948
C -0.24192 -0.64442 0.69242
S -2.03070 -0.85576 0.48786
O -2.49585 0.06728 -0.50033
O -2.32594 -2.24480 0.32175
N -2.67798 -0.31499 1.93539
C -2.38645 -0.84567 3.17878
C -2.05680 -2.19422 3.32294
C -1.79526 -2.68243 4.59161
C -1.44715 -4.11944 4.81494
C -1.87300 -1.79140 5.66443
C -2.20710 -0.47667 5.41214
N -2.45290 -0.00030 4.20003
H 1.43144 5.08624 -5.47743
H -0.04771 4.15506 -5.23519
H 1.17389 3.58820 -6.37330
H 1.55113 3.82370 -3.35377
H 2.77065 3.24016 -4.48767
H 0.06879 1.92946 -3.94718
H 1.22407 1.39636 -5.16679
H 1.50978 -0.02044 -3.28375
H 2.92060 1.03799 -3.33054
H 0.48060 1.42684 -1.54044
H 1.89004 2.47893 -1.58259
H 2.07804 1.01170 0.32017
H 3.35381 0.66480 -0.83676
H 2.27424 -1.35635 -1.58539
H 2.40365 -1.37614 0.16859
H 0.22134 -2.24327 -0.63242
H -0.11978 -0.71322 -1.42557
H -0.08521 0.42038 0.83058
H 0.06198 -1.19709 1.57671
H -2.91602 0.66490 1.94855
H -2.03576 -2.82942 2.45315
H -1.40043 -4.65747 3.87219
H -2.19627 -4.59005 5.45021
H -0.48587 -4.20229 5.32038
H -1.68021 -2.12709 6.67139
H -2.28152 0.24851 6.21155
```

## Properties
HOMO level (eV): -9.00
Kohn-Sham gap (eV): 9.7
LUMO energy (eV): 0.73
SMILES: CCCCCCCCCS(=O)(=O)Nc1cc(C)ccn1


Computed, not measured: a 9-piece molecular cluster, C29H62O25 overall, with ωB97M-V with the def2-TZVPD basis set.

XYZ file:
```
116
C29H62O25, DFT ωB97M-V with the def2-TZVPD basis set
C -2.15303 -1.61903 3.49518
O -0.94715 -1.59323 2.74923
C -0.17139 -2.63459 2.51342
O 0.93784 -2.45940 2.05762
O -0.80754 -3.78318 2.77237
C 0.02920 -4.98109 2.74407
H -1.99137 -1.98480 4.47867
H -2.86195 -2.25161 2.93543
H -2.53396 -0.59571 3.52663
H 0.32603 -5.12252 1.71113
H -0.63216 -5.74959 3.16210
H 0.96404 -4.92800 3.37266
C -2.05749 -2.04666 -0.75011
O -1.77022 -2.93101 -1.82840
C -0.58965 -3.61145 -1.88310
O -0.38157 -4.45800 -2.67057
O 0.23694 -3.11679 -0.91655
C 1.60237 -3.53262 -1.05517
H -2.66141 -1.21247 -1.08869
H -1.23866 -1.63253 -0.27139
H -2.56335 -2.61305 0.06475
H 1.79141 -4.47764 -0.46868
H 2.15623 -2.72788 -0.64718
H 1.86587 -3.67811 -2.08788
C 4.77464 4.18288 -0.46023
O 5.45265 3.15537 -1.15571
C 4.69760 2.14276 -1.70443
O 3.51412 2.13168 -1.82746
O 5.56094 1.20519 -2.06476
C 4.96708 0.13596 -2.90872
H 5.60764 4.85468 -0.01892
H 4.23216 3.86660 0.40491
H 4.10197 4.74083 -1.10370
H 3.98841 -0.18802 -2.61518
H 5.69397 -0.65098 -2.78547
H 4.98981 0.44351 -3.93139
C 6.70313 0.50250 1.22537
O 5.46930 1.09131 1.59076
C 4.84439 0.51821 2.58559
O 5.21834 -0.50293 3.15181
O 3.81904 1.28963 2.94210
C 3.04864 0.72859 4.03062
H 7.05193 1.02266 0.31171
H 6.72397 -0.58141 0.98605
H 7.51744 0.58422 1.97509
H 2.12307 1.30406 4.09018
H 3.59139 0.66209 4.97164
H 2.76572 -0.35856 3.85060
C -5.35010 -0.84538 0.00809
O -4.38023 -0.19015 0.87383
C -4.60158 1.13318 0.95710
O -5.32397 1.80267 0.28870
O -3.75565 1.60246 1.88742
C -3.91743 2.97397 2.26736
H -6.27796 -1.01668 0.65595
H -4.97526 -1.77999 -0.30542
H -5.47223 -0.19892 -0.86990
H -3.74564 3.57005 1.37432
H -3.15357 3.33624 2.96600
H -4.91095 3.04538 2.68723
C 3.48070 -3.36318 4.22215
O 2.45019 -3.90314 5.05082
C 1.59915 -3.04191 5.64769
O 1.50880 -1.89766 5.42239
O 0.82967 -3.61770 6.54413
C 0.95535 -4.98434 6.91610
H 4.10555 -2.70121 4.86209
H 2.95682 -2.74675 3.46503
H 4.15352 -4.09174 3.71976
H 1.99450 -5.26458 6.90888
H 0.35083 -5.57649 6.16782
H 0.65984 -5.21396 7.89758
C 1.35604 9.00514 -1.70619
O 1.98611 7.81228 -1.34370
C 1.21542 6.77731 -1.03813
O 0.03361 6.79100 -0.87424
O 1.89288 5.61742 -0.98487
C 1.09132 4.41395 -0.73447
H 0.74975 8.71193 -2.55478
H 2.14429 9.66779 -2.07505
H 0.75269 9.44362 -0.85801
H 0.26869 4.34249 -1.48112
H 0.61062 4.34254 0.24518
H 1.85752 3.58785 -0.83310
C -3.35350 1.21062 -2.53779
O -2.11316 0.85965 -1.95818
C -1.00739 1.67907 -2.21717
C 0.06612 1.22975 -1.21601
O -0.19900 1.53706 0.15203
C 0.86080 0.97251 0.96353
H -4.06909 0.59438 -2.07297
H -3.36262 1.05741 -3.65222
H -3.56907 2.25810 -2.29398
H -1.22526 2.79417 -2.14184
H -0.61529 1.47185 -3.28203
H 1.03826 1.54953 -1.56103
H 0.14482 0.16112 -1.29782
H 1.81421 1.44830 0.69137
H 0.95493 -0.16479 0.86339
H 0.60914 1.18286 1.95164
C -2.27042 -2.27617 -6.82505
O -3.62419 -2.19292 -6.36156
C -3.79314 -1.60426 -5.08168
C -5.20791 -1.81860 -4.64362
O -5.37643 -1.24688 -3.33281
C -6.75505 -0.85341 -3.19917
H -1.91326 -1.29206 -7.31791
H -2.16077 -3.06665 -7.53266
H -1.67228 -2.60837 -6.03416
H -3.64912 -0.47653 -5.12985
H -2.95620 -1.88454 -4.35020
H -5.49822 -2.87990 -4.53005
H -5.90222 -1.39491 -5.34613
H -6.92498 -0.41943 -2.21077
H -7.43467 -1.70623 -3.30645
H -6.98070 -0.20408 -4.02149
```

## Properties
HOMO level (eV): -9.29
Kohn-Sham gap (eV): 9.8
LUMO energy (eV): 0.51
SMILES: COC(=O)OC.COC(=O)OC.COC(=O)OC.COC(=O)OC.COC(=O)OC.COC(=O)OC.COC(=O)OC.COCCOC.COCCOC


Computed, not measured: C47H39BCl2N9O2STcTe as an isolated structure, with ωB97M-V with the def2-TZVPD basis set.

XYZ file:
```
103
C47H39BCl2N9O2STcTe, DFT ωB97M-V with the def2-TZVPD basis set
Tc -0.98565 -1.25960 0.42159
C -5.12303 -1.59172 -0.66721
C -3.83478 -1.13461 -0.91675
N -2.98010 -1.70599 -0.06127
N -3.69790 -2.52201 0.75408
C -4.98944 -2.47240 0.39154
B -2.95103 -3.41722 1.79419
N -2.27274 -2.44640 2.81727
C -2.35711 -2.38619 4.15151
C -1.73872 -1.22201 4.58489
C -1.27831 -0.61254 3.42670
N -1.59465 -1.36933 2.36677
N -1.82014 -4.11880 0.97639
C -1.71959 -5.37641 0.52227
C -0.65076 -5.44770 -0.36076
C -0.14619 -4.16527 -0.40522
N -0.84405 -3.35192 0.40495
N -3.88965 -4.33246 2.53176
C -4.97350 -3.92013 3.26055
C -5.50136 -5.01351 3.88204
C -4.66475 -6.07936 3.48135
N -3.70026 -5.67021 2.68071
H -6.03156 -1.32313 -1.18054
H -3.48720 -0.41995 -1.64924
H -5.73520 -3.07302 0.88698
H -2.85079 -3.16383 4.71498
H -1.64264 -0.86879 5.59961
H -0.77845 0.33542 3.30386
H -2.40050 -6.12866 0.88275
H -0.30428 -6.31585 -0.89740
H 0.69135 -3.79340 -0.97163
H -5.27710 -2.88195 3.28493
H -6.36098 -5.05212 4.53135
H -4.73599 -7.12483 3.74437
Cl 0.39024 -0.95385 -1.71317
C 3.16281 -1.01674 -3.33014
C 4.47373 -1.29393 -3.86520
C 4.69318 -2.05694 -4.97502
C 3.61503 -2.56434 -5.70587
C 2.33857 -2.32145 -5.24775
Cl 0.98464 -2.90691 -6.15352
C 2.07648 -1.59930 -4.07476
S 0.35197 -1.57212 -3.68389
H 5.31848 -0.84006 -3.36944
H 5.70486 -2.24004 -5.31281
H 3.76859 -3.12080 -6.62184
C 0.87629 5.55335 1.53981
C 0.42140 4.21186 1.03356
C -0.59491 4.11051 0.07315
C -1.08246 2.89648 -0.36705
C -2.05176 2.80035 -1.52976
O -2.55908 1.74662 -1.84356
C -2.34937 4.02154 -2.34147
C -1.34993 4.89067 -2.78536
C -1.66502 5.93656 -3.64093
C -2.97759 6.12897 -4.04816
C -3.97497 5.26393 -3.61380
C -3.65989 4.20602 -2.77807
C -0.60656 1.71850 0.29910
O -1.24243 0.58936 0.21923
C 0.56881 1.78663 1.11433
C 1.02192 3.04801 1.48558
C 1.28567 0.57357 1.54537
N 0.97468 -0.61951 1.13772
C 1.93774 -1.70614 1.44678
C 3.22047 -1.59868 0.59225
Te 3.31159 -2.66904 -1.28161
C 3.03458 0.35854 -2.69753
C 1.98195 1.20403 -3.04181
C 1.95745 2.52393 -2.60660
C 3.00142 3.03634 -1.85368
C 4.05800 2.20279 -1.50280
C 4.06009 0.87443 -1.89914
C 2.43640 0.78368 2.49265
C 3.60022 1.43504 2.09542
C 4.61822 1.67365 3.00839
C 4.47672 1.27337 4.32918
C 3.31928 0.61943 4.73234
C 2.30467 0.37080 3.81960
H 0.40804 6.36459 0.98601
H 1.95978 5.66011 1.46422
H 0.60936 5.66914 2.59307
H -1.02247 5.01994 -0.32717
H -0.31702 4.72513 -2.50188
H -0.88300 6.59734 -3.99612
H -3.22150 6.94773 -4.71379
H -4.99746 5.40920 -3.94007
H -4.42896 3.52168 -2.44190
H 1.86641 3.13624 2.15568
H 1.44884 -2.66805 1.31970
H 2.25079 -1.64285 2.48464
H 4.04880 -2.04685 1.14190
H 3.46589 -0.55805 0.39156
H 1.19120 0.86081 -3.69848
H 1.13518 3.16586 -2.90680
H 3.00548 4.07852 -1.55613
H 4.89727 2.58784 -0.93556
H 4.89214 0.24767 -1.59633
H 3.70323 1.75665 1.06488
H 5.51692 2.18789 2.69085
H 5.26244 1.47418 5.04645
H 3.20047 0.30799 5.76252
H 1.40307 -0.13594 4.14567
```

## Properties
HOMO level (alpha / beta) (eV): -12.47 / -12.58
Kohn-Sham gap (alpha / beta) (eV): 4.3 / 4.4
Expectation value of S²: 2.08
Charge: +2
LUMO energy (alpha / beta) (eV): -8.17 / -8.18
Multiplicity: 3


Asked for maximum force across the records above, the calculation gives 1.03, 3.65, 1.29 eV/Å in order.
Asked for relative energy (zero: lowest compared OMol25 entry of this formula, charge and spin) across the records above, the calculation gives 25.55, 0.00, 47.27 kcal/mol in order.
Asked for E across the records above, the calculation gives -33887.855, -82261.132, -112914.251 eV in order.